20
Properties=species:S:1:pos:R:3:forces:R:3 method="wB97M-V/def2-TZVPD" homo_ev=-12.14 de_lowest_kcal_mol=62.2 total_charge=+1 gap_ha=0.315 fmax_ev_per_a=4.806
C 1.027 0.807 -0.114 -0.2 -1.3 -0.9
C -2.444 -2.808 -0.954 0.5 1.7 -3.3
C -2.337 -3.299 0.367 3.8 -2.2 -0.8
C 3.804 3.276 1.989 0.5 0.8 -1.6
C -2.543 -1.611 -3.181 2.0 1.3 -1.0
C 2.684 3.239 2.688 0.9 -0.6 3.1
N -2.369 -2.324 -2.007 -1.1 -2.4 4.0
N 1.449 1.796 0.306 0.1 0.0 -0.2
S 0.554 -0.587 -0.796 0.0 0.5 0.4
Cl 1.127 3.898 2.331 0.2 0.4 -0.1
H -3.018 -4.096 0.564 -0.7 -0.1 0.5
H -1.232 -3.806 0.355 -2.4 1.0 0.0
H -2.183 -2.481 1.013 -0.5 0.9 1.2
H 4.778 2.893 2.391 -1.3 0.3 -0.4
H 3.826 3.766 0.962 0.1 -0.7 1.4
H 1.779 2.683 0.617 -0.1 0.1 0.0
H -3.422 -1.013 -3.118 -0.8 0.3 0.0
H -2.545 -2.267 -4.056 0.2 0.2 0.2
H -1.658 -0.914 -3.121 -0.8 -0.5 -0.9
H 2.723 2.849 3.764 -0.2 0.4 -1.8